No. 1
Density functional theory data (ωB97M-V/def2-TZVPD) for a structure of composition C21H21BrFNOPt.

Structure (ORCA input):
```
! RIJCOSX wB97M-V def2-TZVPD def2/J DEFGRID3
* xyz 2 5
Pt -0.07425 0.09308 -0.39009
Br -6.63657 -0.73354 0.00200
F 3.16413 -0.49034 -4.50928
O 1.43639 0.02940 1.29112
N -0.17841 2.24326 0.04230
C -2.93621 0.18253 -1.37225
C 0.89062 4.36279 -0.02544
C 2.50549 -0.97790 -3.46987
C 2.12259 1.20772 1.81802
C -2.08178 -0.26375 -0.31503
C 1.13624 -1.98478 -1.25594
C 3.23216 -1.33864 -2.32979
C -2.67289 -0.88627 0.82848
C -0.27260 4.97827 0.40175
C 2.96340 1.91117 0.77327
C 2.56319 -1.82981 -1.24362
C 2.20013 2.26348 -0.51362
C 1.13241 -1.14082 -3.56247
C -4.02213 -1.01978 0.94010
C -4.84828 -0.54874 -0.12059
C 0.42030 -2.47563 -0.14125
C -1.30385 2.83985 0.46842
C -1.39114 4.19908 0.66491
C -4.28808 0.05379 -1.28519
C 0.92088 2.98791 -0.19447
C 0.45580 -1.65589 -2.47593
H 1.32794 1.84364 2.19843
H 4.31012 -1.24105 -2.34112
H -0.60232 -1.87553 -2.55759
H -4.94434 0.39231 -2.07563
H -2.03329 -1.25599 1.62046
H 1.78222 4.94147 -0.22825
H 2.82964 2.86432 -1.16854
H -0.30678 6.05167 0.53350
H -2.31575 4.63702 1.01307
H -2.50881 0.63645 -2.25859
H 1.97973 1.34974 -1.08109
H -2.14990 2.19378 0.65847
H 3.11959 -2.14765 -0.36758
H 0.62906 -0.89768 -4.48889
H 2.08091 -0.66636 1.11093
H 3.33234 2.82834 1.24085
H -4.47979 -1.48047 1.80535
H 3.84618 1.31951 0.52085
H 2.72674 0.88417 2.66298
H 0.94635 -2.79325 0.75029
H -0.60761 -2.79397 -0.24733
*
```

Expectation value of S²   6.055
HOMO energy (alpha / beta)   -13.140 / -15.773 eV
ΔE to the lowest compared entry with this formula, charge and spin   0.4 kcal/mol
Orbital gap (alpha / beta)   7.12 / 6.07 eV
Electronic energy   -3735.276647 Ha
LUMO level (alpha / beta)   -6.02 / -9.70 eV
Molar mass   597.39 g mol⁻¹
Max |F|   0.60 eV/Å

=====

No. 2
Density functional theory data (ωB97M-V/def2-TZVPD) for a structure of composition C50H36NO8OsP2S at a distorted geometry.

Structure (ORCA input):
```
! RIJCOSX wB97M-V def2-TZVPD def2/J DEFGRID3
* xyz 1 1
Os -0.15034 0.16380 0.58194
S -1.06182 1.39278 2.33659
P 1.23515 -1.93378 0.70423
P -2.37544 -0.90010 -0.07475
O 3.44036 1.02249 2.46028
O 1.49483 0.11848 1.84841
O 1.61581 -1.65674 7.72278
O -1.54184 3.06356 -1.97665
O -1.13698 -3.31799 1.26035
O -1.28087 1.26094 -0.69284
O -0.39300 -1.26718 8.57059
O 3.11050 5.26070 -0.56165
N 0.98082 1.82510 0.11680
C 1.14132 3.93672 -0.97045
C -0.87339 -5.30404 -0.15283
C 1.61140 -4.25466 -0.85354
C -5.24467 -3.58197 1.10113
C -4.58498 -2.51691 0.51811
C 3.70646 -0.90511 -0.28401
C -1.86939 -0.67730 -4.16272
C -5.90322 1.90246 0.79238
C 0.77187 -3.53448 -0.00724
C 2.44873 1.02765 1.78212
C 1.80607 -1.03988 -1.77227
C 2.37977 4.16516 -0.36078
C 1.03399 0.26586 5.64134
C 1.06342 -2.51415 3.39416
C 0.52382 -1.18184 7.58696
C -4.43202 0.88571 -0.81323
C 3.17995 -3.03928 2.36369
C 3.64527 -3.53145 3.57331
C -3.72615 0.27232 0.21538
C 2.55405 -0.46593 -2.78598
C -2.51046 -3.40645 1.26909
C 3.88175 -0.12944 -2.55740
C -0.02942 -5.99253 -1.01252
C -3.19386 -2.39690 0.60945
C -0.89759 2.41329 -1.20141
C 2.82184 -3.52240 4.68918
C 2.38237 -1.26522 -0.51893
C 2.86881 3.21326 0.54230
C 2.12797 2.07582 0.75262
C -0.55522 0.66156 3.87734
C -1.49526 -0.09659 4.57771
C -5.51687 1.70080 -0.52314
C -1.64579 -2.96813 -3.49339
C 0.70323 0.86014 4.44012
C -2.12726 -0.30852 -2.85203
C -2.15861 -1.27690 -1.84376
C 4.45356 -0.34536 -1.31138
C -0.43875 -4.09363 0.36631
C -1.62287 -2.00283 -4.48739
C 0.47953 2.76682 -0.68582
C -4.13409 0.45893 1.53186
C -3.15659 -4.45756 1.90228
C 1.52834 -3.03258 4.59030
C -4.53520 -4.53806 1.81763
C 1.21821 -5.48593 -1.34866
C -1.18148 -0.65923 5.80369
C -1.91823 -2.60840 -2.18353
C 1.89403 -2.51243 2.28050
C 0.09361 -0.49302 6.33137
C -5.21315 1.27411 1.81948
H -6.31867 -3.65754 1.01263
H 2.10439 -0.29224 -3.75369
H 4.65010 -3.92429 3.63938
H 1.87351 -6.04276 -2.00226
H -1.92203 -1.26102 6.31632
H -1.85595 0.08246 -4.93208
H -5.05629 -5.35027 2.30293
H -1.17950 -0.75377 8.34123
H -2.28810 0.73364 -2.62688
H 4.47345 0.30201 -3.35278
H 0.67051 4.64588 -1.63747
H -1.84114 -5.70818 0.10340
H -6.05789 2.17547 -1.32928
H 5.48301 -0.06928 -1.13103
H -0.35335 -6.94242 -1.41492
H 3.78699 3.36240 1.09054
H -4.15758 0.73155 -1.84482
H 2.68187 5.86492 -1.18455
H 0.88529 -3.04092 5.45647
H -1.46323 -4.00716 -3.73136
H 2.56900 -3.84378 -1.14450
H -6.74653 2.53937 1.01771
H -2.57432 -5.19205 2.44094
H -5.16012 -1.76518 -0.00482
H -2.47642 -0.24800 4.15818
H -3.62378 -0.05463 2.33231
H 0.77367 -1.32792 -1.96827
H 3.18509 -3.89010 5.63803
H -5.52045 1.41443 2.84677
H -1.41988 -2.28283 -5.51154
H 0.05859 -2.10707 3.33388
H 4.14273 -1.01873 0.69883
H 1.44087 1.46951 3.93954
H 2.02516 0.37912 6.05509
H 3.81944 -3.09207 1.49173
H -1.94707 -3.38198 -1.43244
*
```

HOMO energy (alpha / beta)   -10.519 / -10.520 eV
ΔE to the lowest compared entry with this formula, charge and spin   0.0 kcal/mol
Orbital gap (alpha / beta)   6.41 / 6.41 eV
Electronic energy   -3755.093895 Ha
LUMO level (alpha / beta)   -4.11 / -4.11 eV
Molar mass   1063.08 g mol⁻¹
Max |F|   1.83 eV/Å

=====

No. 3
Density functional theory data (ωB97M-V/def2-TZVPD) for a cluster of 9 separate species, C56H89FNO12PSi in total at a distorted geometry.

Structure (ORCA input):
```
! RIJCOSX wB97M-V def2-TZVPD def2/J DEFGRID3
* xyz 0 1
P -7.87878 -3.16776 -5.99353
Si 3.17856 1.82584 4.06573
F -10.08792 1.74312 -4.73370
O 6.30378 5.41491 15.08520
O 1.39633 0.78551 -10.07195
O 2.50538 -0.03841 7.80727
O -2.32116 -5.35119 -9.72016
O -3.65355 -6.36669 -5.87460
O -8.73607 -2.13352 -7.01371
O 1.42158 2.80769 -5.38071
O 4.62122 2.08468 12.73671
O -8.89983 3.40476 -5.59346
O 3.22427 -1.36761 1.54274
O -7.49560 0.39781 -7.05747
O -4.31623 2.23706 -4.89809
N -6.59390 1.50740 -5.29612
C 1.06959 2.18892 0.32761
C -5.40330 -3.79990 -0.90550
C 1.05307 1.49361 -1.11287
C 3.77577 1.29893 9.30533
C 4.54012 3.04633 6.47582
C -4.06710 -0.90912 -3.74517
C -0.58540 3.02299 -6.63770
C 3.71413 2.54111 13.40374
C 2.66893 4.45509 5.42001
C -1.45238 -0.53292 -3.41591
C 2.79253 -0.45840 -8.60551
C 2.21017 0.81094 -9.17139
C -6.17260 -0.90611 -5.27605
C -2.93170 -0.09778 -3.02304
C 2.87437 5.49458 6.47646
C -1.85299 -7.24510 -7.15312
C -7.09951 -4.44995 -7.17811
C 2.73786 2.62198 2.37124
C -6.66888 -4.08893 -1.79989
C 3.89921 -1.27089 9.28524
C 3.49548 3.17846 5.40698
C -4.26250 -2.39908 -3.65114
C 7.69812 4.17590 16.55733
C -3.88927 -6.02760 -11.37266
C 4.74100 0.72083 3.97137
C 2.89588 -3.51497 0.58074
C 4.76519 4.11848 7.55765
C 0.65279 3.55099 -5.96166
C 2.28073 2.14585 13.15222
C -0.47356 0.71567 -3.15691
C -2.90212 -5.07469 -10.75106
C -6.41247 -2.37103 -5.16012
C 1.73162 0.71634 4.66665
C 7.57628 6.74736 16.58561
C -8.85159 2.41868 -4.91788
C -5.03426 -0.15004 -4.59064
C 3.31487 -0.00522 8.71165
C 2.67861 2.11195 -8.57454
C -1.87862 -4.83397 -6.26153
C 3.91110 5.36032 7.57862
C 2.19500 1.56510 1.30191
C 3.69585 -2.45909 1.29913
C 0.90272 5.03464 -6.03234
C -6.35431 -5.19829 -2.89099
C 7.11419 5.44343 15.98864
C -5.17482 1.38230 -4.92719
C 3.97644 3.52416 14.51433
C -5.39552 -3.15293 -4.32302
C -6.87024 0.26383 -6.02470
C -0.42398 1.16926 -1.62850
C -5.47226 -4.70818 -4.13221
C 5.10395 -2.81254 1.70300
C -4.30835 -3.50940 -0.44099
C -2.66343 -3.76623 -11.45748
C -2.56584 -6.16892 -6.38143
C -7.52185 1.91970 -4.22608
H 3.65080 -1.34787 10.34565
H -7.05096 -5.47609 -6.69758
H 1.82767 5.27088 -5.50384
H 2.22479 6.42156 6.45028
H 4.04633 6.18283 8.34505
H -2.46244 -8.15056 -7.15891
H -7.30887 -5.71807 -3.22177
H -3.55308 -6.31215 -12.37163
H 7.32346 6.78070 17.64730
H -7.15339 -3.15220 -2.20000
H -3.02619 1.01977 -3.22091
H 8.78135 4.17169 16.42142
H 2.00116 0.12990 5.60537
H 0.57351 0.49167 -3.51522
H 1.57330 2.22121 -1.81638
H 4.68646 -0.13336 4.72264
H 7.45075 4.09552 17.61781
H -8.17233 -1.98665 -7.80908
H -7.05951 2.83615 -3.73057
H -1.40512 -0.88775 -4.48743
H -6.11870 -4.10666 -7.61756
H -3.96063 -6.92641 -10.75803
H 0.07469 2.13646 0.86850
H 3.27821 2.12469 8.79581
H 3.68710 3.09581 1.97379
H 2.54857 -0.53843 -7.54414
H -1.06560 -1.36295 -2.73771
H -3.02399 -0.20807 -1.89153
H -4.40981 -5.07168 -3.94380
H -0.89951 1.57086 -3.76078
H 4.98274 -1.27469 9.15066
H 3.46440 4.46569 14.30610
H 2.78650 -4.39580 1.21661
H 2.42892 2.14376 -7.51223
H -3.24462 -3.21290 -0.23504
H 3.63401 3.10936 15.46539
H 3.87540 -0.46563 -8.74519
H -7.66070 1.10201 -3.45770
H 2.24054 1.43398 12.32611
H -0.63573 1.94074 -6.50574
H -5.82343 -5.27382 -5.04447
H 8.65421 6.85681 16.45102
H 1.89541 4.58977 4.60174
H 1.69361 3.02641 12.88415
H 0.82512 1.38612 4.85367
H -3.59451 -3.19878 -11.51394
H 1.86414 1.67167 14.04308
H 5.19756 2.12498 6.48352
H -0.89502 -7.47105 -6.67944
H 7.27661 3.31646 16.03347
H 1.97787 3.44027 2.57071
H 1.32542 3.28594 0.21605
H 0.08060 5.57345 -5.55709
H -3.49449 -2.95466 -3.02953
H -7.43134 -4.55236 -1.08575
H -0.99394 2.14849 -1.55827
H 5.69636 -3.05079 0.81720
H -1.47463 3.47162 -6.18958
H 5.09210 -3.66226 2.38855
H 2.36646 -1.31607 -9.12849
H -1.69870 -6.91987 -8.18344
H -0.93585 0.41263 -0.96168
H -7.86357 -4.55029 -8.02298
H 2.17769 2.94142 -9.07739
H 1.73398 0.65012 1.77937
H 5.04847 3.71715 14.58195
H 4.81211 0.25113 2.93748
H 3.51922 1.33301 10.36599
H 1.47498 -0.06757 3.87620
H -0.54889 3.24396 -7.70668
H 3.39061 -3.78414 -0.35472
H 1.68557 0.55668 -1.05800
H -1.72411 -4.40622 -7.25416
H 3.47859 -2.13230 8.76354
H -5.74548 -6.00218 -2.36028
H 5.68529 1.32062 4.13157
H 3.75639 2.21849 -8.71353
H -4.87458 -5.56023 -11.42520
H 1.90356 -3.12304 0.35176
H 5.57196 3.96657 8.34011
H -2.50587 -4.15432 -5.68035
H 4.85357 1.40847 9.17037
H -1.93084 -3.18175 -10.89885
H 3.07856 1.26682 0.66082
H 1.00559 5.34532 -7.07410
H 5.55950 -1.96049 2.20994
H 7.07471 7.57404 16.08032
H -0.92195 -4.95289 -5.74830
H -2.27292 -3.95074 -12.46016
*
```

SMILES   C#CCCCc1cc(CCCCCCCC[Si](C)(C)c2ccccc2)c2c(c1P(C)O)C(=O)N(CC(=O)F)C2=O.CC(C)=O.CC(C)=O.CC(C)=O.CC(C)=O.CC(C)=O.CC(C)=O.CC(C)=O.CC(C)=O
HOMO energy   -8.283 eV
Orbital gap   7.83 eV
Electronic energy   -3875.286698 Ha
LUMO level   -0.46 eV
Molar mass   1046.38 g mol⁻¹
Max |F|   3.82 eV/Å